[1]
Formula: C18H16ClN5O2S
Source: the OMol25 dataset
Level of theory: ωB97M-V/def2-TZVPD

Atoms and positions in Å:
C -4.214 -1.515 -1.840
N -2.802 -1.314 -1.688
C -1.954 -0.617 -2.494
N -0.752 -0.615 -2.004
N -0.768 -1.313 -0.860
C -1.992 -1.728 -0.668
S -2.566 -2.681 0.668
C -1.299 -2.228 1.895
C -1.411 -0.733 2.104
O -2.400 -0.193 2.558
N -0.333 -0.027 1.694
N 0.837 -0.578 1.320
C 1.692 0.339 1.058
C 3.033 0.043 0.607
C 4.014 1.034 0.541
C 5.290 0.731 0.106
C 5.592 -0.567 -0.274
C 4.628 -1.565 -0.225
C 3.358 -1.258 0.213
H 2.587 -2.011 0.246
H 4.877 -2.569 -0.533
Cl 7.186 -0.945 -0.820
H 6.049 1.497 0.059
H 3.786 2.046 0.838
C 1.148 1.736 1.283
H 1.640 2.205 2.137
H 1.285 2.361 0.403
C -0.332 1.449 1.553
C -1.225 1.834 0.412
C -2.584 1.774 0.290
C -2.880 2.218 -1.021
C -1.683 2.516 -1.593
O -0.679 2.285 -0.737
H -1.420 2.882 -2.565
H -3.849 2.311 -1.467
H -3.273 1.448 1.042
H -0.716 1.880 2.483
H -0.321 -2.513 1.517
H -1.569 -2.772 2.798
H -2.254 -0.144 -3.405
H -4.439 -1.789 -2.871
H -4.754 -0.600 -1.585
H -4.534 -2.314 -1.172

Its net charge is 0. For the gap between HOMO and LUMO, the calculation gives 8.5 eV. The calculation puts the energy above the lowest of the compared OMol25 structures with the same formula, charge and spin at 0.0 kJ/mol. The value obtained for the LUMO energy is 0.013 Eh. Its SMILES is Cn1cnnc1SCC(=O)N1N=C(c2ccc(Cl)cc2)C[C@H]1c1ccco1.


[2]
Formula: C26H53Br2N2O7
Source: the OMol25 dataset
Level of theory: ωB97M-V/def2-TZVPD

Atoms and positions in Å:
C -7.881 -1.442 -0.468
C -6.482 -0.941 -0.781
C -5.549 -1.086 0.443
C -4.191 -1.708 0.072
C -3.050 -0.675 -0.110
C -2.821 0.207 1.112
N -2.908 -0.672 2.337
C -2.285 -0.087 3.579
C -2.199 1.404 3.376
O -1.224 1.622 2.404
C -1.549 1.109 1.078
C -0.252 0.341 0.751
C 0.924 1.245 0.622
N 1.886 1.097 1.395
C -1.778 2.379 0.239
Br -2.309 3.922 1.250
C -1.700 2.576 -1.058
C -1.954 3.885 -1.712
Br -1.236 1.182 -2.264
H -8.511 -1.282 -1.333
H -7.875 -2.511 -0.306
H -8.307 -0.933 0.388
H -6.122 -1.554 -1.594
H -6.496 0.100 -1.086
H -5.462 -0.150 0.989
H -6.044 -1.794 1.100
H -4.248 -2.236 -0.864
H -3.887 -2.427 0.835
H -2.176 -1.236 -0.415
H -3.393 -0.021 -0.893
H -3.665 0.879 1.149
H -2.452 -1.558 2.116
H -3.884 -0.873 2.553
H -1.269 -0.446 3.609
H -2.777 -0.392 4.493
H -3.156 1.887 3.180
H -1.833 1.823 4.304
H -0.357 -0.321 -0.094
H -0.041 -0.260 1.630
H 0.917 2.015 -0.146
H 2.617 1.779 1.186
H -1.663 3.800 -2.751
H -1.331 4.654 -1.281
H -3.008 4.130 -1.704
C -1.486 -5.442 -6.830
O -0.996 -5.550 -5.505
C 0.411 -5.557 -5.360
C 1.009 -4.374 -4.608
O 0.748 -3.059 -5.068
C -0.579 -2.581 -5.136
C -1.388 -2.458 -3.851
O -1.559 -3.649 -3.104
C -0.912 -3.695 -1.852
H -1.986 -6.372 -7.109
H -2.230 -4.643 -6.875
H -0.698 -5.223 -7.553
H 0.905 -5.684 -6.328
H 0.655 -6.445 -4.766
H 2.094 -4.487 -4.690
H 0.800 -4.447 -3.540
H -1.137 -3.132 -5.894
H -0.491 -1.565 -5.533
H -2.393 -2.143 -4.157
H -0.985 -1.656 -3.220
H -0.194 -2.881 -1.717
H -0.382 -4.645 -1.757
H -1.661 -3.664 -1.049
C 8.244 4.756 2.086
O 7.827 3.485 2.548
C 8.098 3.196 3.906
C 6.882 3.008 4.806
O 5.920 4.044 4.894
C 5.229 4.466 3.735
C 4.328 3.471 3.014
O 4.950 2.286 2.554
C 4.553 1.086 3.196
H 9.047 4.632 1.356
H 7.409 5.245 1.576
H 8.584 5.407 2.894
H 8.780 3.937 4.335
H 8.630 2.237 3.917
H 7.277 2.908 5.820
H 6.390 2.056 4.600
H 5.920 4.942 3.039
H 4.572 5.271 4.079
H 3.963 3.996 2.121
H 3.448 3.242 3.626
H 3.960 1.266 4.095
H 5.442 0.514 3.473
H 3.981 0.475 2.500

Its net charge is +1. For the gap between HOMO and LUMO, the calculation gives 7.5 eV. The calculation puts the energy above the lowest of the compared OMol25 structures with the same formula, charge and spin at 47.3 kJ/mol. The value obtained for the LUMO energy is -0.109 Eh.


[3]
Formula: C7H7BrClF
Source: the OMol25 dataset
Level of theory: ωB97M-V/def2-TZVPD

Atoms and positions in Å:
C -1.472 -1.102 -0.049
C -0.787 -2.134 -0.734
C -1.108 0.086 0.483
C 0.421 -2.141 -1.184
C 0.276 0.709 0.530
C 1.116 0.407 -0.718
C 0.341 2.164 1.062
F 0.686 0.721 -1.935
Cl 1.426 -3.226 -1.811
Br 2.956 0.299 -0.608
H -2.482 -1.293 0.258
H -1.330 -2.908 -1.081
H -1.859 0.764 0.801
H 0.765 0.073 1.294
H -0.333 2.873 0.612
H 1.376 2.572 1.017
H 0.008 2.136 2.065

Its net charge is 0. For the gap between HOMO and LUMO, the calculation gives 6.9 eV. The calculation puts the energy above the lowest of the compared OMol25 structures with the same formula, charge and spin at 373.9 kJ/mol. The value obtained for the LUMO energy is -0.020 Eh.


[4]
Formula: C3H8O2
Source: the OMol25 dataset
Level of theory: ωB97M-V/def2-TZVPD

Atoms and positions in Å:
C 1.782 -0.419 -0.566
C 0.848 -0.892 0.631
H 1.535 0.643 -0.566
H 1.436 -0.754 -1.541
H 2.818 -0.644 -0.361
H 0.048 -1.497 0.200
H 1.378 -1.479 1.386
H 0.445 0.015 1.054
O -3.133 1.650 0.427
C -2.140 0.977 0.378
O -1.690 0.450 -0.770
H -1.443 0.896 1.216
H -1.885 1.054 -1.488

Its net charge is 0. For the gap between HOMO and LUMO, the calculation gives 11.7 eV. The calculation puts the energy above the lowest of the compared OMol25 structures with the same formula, charge and spin at 93.1 kJ/mol. The value obtained for the LUMO energy is 0.027 Eh. Its SMILES is O=CO.CC.


[5]
Formula: C3H4N2O
Source: the OMol25 dataset
Level of theory: ωB97M-V/def2-TZVPD

Atoms and positions in Å:
C -0.765 -0.145 0.111
C 0.296 -1.091 -0.012
C -0.020 1.044 0.134
H -2.709 0.711 0.043
H 0.027 -2.125 0.293
H 2.098 1.309 -0.152
H -0.609 2.007 -0.248
N 1.590 -0.621 -0.078
N 1.361 0.675 0.003
O -2.067 -0.141 -0.101

Its net charge is 0. For the gap between HOMO and LUMO, the calculation gives 9.2 eV. The calculation puts the energy above the lowest of the compared OMol25 structures with the same formula, charge and spin at 309.3 kJ/mol. The value obtained for the LUMO energy is 0.018 Eh. Its SMILES is Oc1cn[nH]c1.


[6]
Formula: C12H24GaINO6
Source: the OMol25 dataset
Level of theory: ωB97M-V/def2-TZVPD

Atoms and positions in Å:
Ga -0.260 -0.121 0.076
C -3.137 -0.022 0.333
C -2.882 -1.400 0.947
O -1.342 -1.604 0.943
C -0.955 -1.902 2.345
C -0.563 -0.605 3.014
O -0.014 0.224 1.973
C 0.682 1.399 2.342
C 0.552 2.409 1.199
O 0.242 1.714 -0.082
C 1.337 1.640 -1.191
C 0.733 -0.113 -2.710
O 0.041 -0.924 -1.746
C -1.233 -1.521 -2.087
C -2.281 -0.420 -2.001
O -2.132 0.172 -0.640
H -3.147 0.811 1.070
H -4.129 0.102 -0.097
H -3.261 -2.303 0.403
H -3.233 -1.492 1.934
H -0.164 -2.650 2.307
H -1.824 -2.340 2.762
H 0.158 -0.664 3.866
H -1.482 -0.131 3.339
H 1.730 1.187 2.595
H 0.264 1.754 3.242
H 1.345 3.084 0.963
H -0.348 3.078 1.291
H 2.994 1.424 0.119
H 1.699 2.617 -1.383
H 1.785 -0.447 -2.620
H 0.389 -0.257 -3.730
H -1.279 -2.387 -1.488
H -1.206 -1.912 -3.116
H -3.285 -0.700 -2.297
H -2.011 0.348 -2.709
N 1.918 -0.354 0.049
C 2.497 0.808 -0.650
O 0.648 1.232 -2.318
C 3.665 0.515 -1.620
I 5.551 0.415 -0.574
H 2.369 -0.521 0.984
H 2.252 -1.164 -0.506
H 3.713 1.357 -2.308
H 3.603 -0.336 -2.223

Its net charge is +3. For the gap between HOMO and LUMO, the calculation gives 8.2 eV. The value obtained for the LUMO energy is -0.348 Eh.


[7]
Formula: H4N3P
Source: the OMol25 dataset
Level of theory: ωB97M-V/def2-TZVPD

Atoms and positions in Å:
N 0.892 -0.640 -0.848
N 1.221 -0.537 0.550
N 0.317 0.249 -0.096
P -0.538 1.604 0.134
H -1.483 -0.797 0.133
H 2.055 0.028 0.832
H -0.876 1.611 -1.275
H -1.587 -1.519 0.569

Its net charge is 0. For the gap between HOMO and LUMO (alpha / beta), the calculation gives 7.9 / 8.1 eV. The calculation puts the energy above the lowest of the compared OMol25 structures with the same formula, charge and spin at 485.6 kJ/mol. The value obtained for the LUMO energy (alpha / beta) is -0.016 / -0.024 Eh.


[8]
Formula: C10H16BrClIrO4P2
Source: the OMol25 dataset
Level of theory: ωB97M-V/def2-TZVPD

Atoms and positions in Å:
Ir 9.723 5.755 5.102
O 12.788 6.233 6.954
Cl 12.130 5.199 6.167
O 12.692 3.913 6.462
O 11.923 5.478 4.720
O 10.728 5.185 6.696
C 6.543 4.919 4.218
P 7.506 5.620 5.552
C 7.009 4.743 7.062
C 6.901 7.303 5.742
C 5.519 7.535 5.588
C 5.014 8.868 5.701
C 5.913 9.901 5.909
C 7.297 9.663 5.926
C 7.756 8.377 5.845
P 9.520 8.099 5.541
C 10.057 9.207 4.078
C 10.565 8.789 6.885
H 5.612 4.430 4.482
H 7.148 4.212 3.693
H 6.212 5.687 3.433
H 7.916 4.628 7.694
H 6.673 3.721 6.839
H 6.265 5.282 7.579
H 4.862 6.745 5.198
H 3.933 8.965 5.689
H 5.593 10.916 5.943
H 8.009 10.528 5.947
H 10.130 10.281 4.332
H 9.346 8.951 3.273
H 11.050 8.820 3.775
H 11.375 8.058 7.040
H 10.026 9.041 7.739
H 11.029 9.710 6.545
Br 9.297 5.237 2.623

Its net charge is +1. Its multiplicity is 5. For the gap between HOMO and LUMO (alpha / beta), the calculation gives 7.6 / 6.3 eV. The calculation puts the energy above the lowest of the compared OMol25 structures with the same formula, charge and spin at 33.2 kJ/mol. Its expectation value of S² is 6.01. The value obtained for the LUMO energy (alpha / beta) is -0.116 / -0.260 Eh.


[9]
Formula: C5H7NO
Source: the OMol25 dataset
Level of theory: ωB97M-V/def2-TZVPD

Atoms and positions in Å:
C -0.427 1.792 0.185
C 0.324 1.081 1.231
C -0.006 -1.733 0.008
C -0.844 -1.374 -1.190
O -0.566 -0.457 -1.929
C 1.718 1.037 1.083
N 2.880 0.895 1.063
H -0.518 2.797 0.646
H -1.452 1.420 0.098
H 0.041 1.906 -0.798
H -0.201 -1.002 0.810
H 1.054 -1.666 -0.254
H -0.238 -2.721 0.411
H -1.762 -1.976 -1.364

Its net charge is 0. For the gap between HOMO and LUMO (alpha / beta), the calculation gives 7.6 / 7.6 eV. The calculation puts the energy above the lowest of the compared OMol25 structures with the same formula, charge and spin at 442.9 kJ/mol. The value obtained for the LUMO energy (alpha / beta) is -0.066 / -0.066 Eh.


[10]
Formula: C16H23BrFN2O5
Source: the OMol25 dataset
Level of theory: ωB97M-V/def2-TZVPD

Atoms and positions in Å:
C 3.647 -3.548 0.318
C 2.522 -3.695 -0.816
C 3.205 -4.507 -1.997
C 1.222 -4.385 -0.259
C 0.073 -4.590 -1.348
C -0.853 -3.335 -1.458
C -0.327 -2.156 -2.160
C -1.193 -0.982 -2.236
C -2.542 -1.014 -1.594
C -3.462 0.273 -1.635
O -4.291 0.425 -2.464
N -3.223 1.236 -0.529
C -1.853 1.711 -0.623
O -1.482 2.405 -1.505
F -0.923 1.300 0.327
C -2.973 -2.229 -0.947
Br -4.739 -2.287 -0.111
N -2.123 -3.315 -0.918
H 3.263 -3.766 1.346
H 4.156 -2.550 0.232
H 4.446 -4.316 0.098
H 2.268 -2.637 -1.119
H 3.670 -5.440 -1.582
H 2.519 -4.710 -2.860
H 4.043 -3.854 -2.379
H 1.512 -5.423 0.074
H 0.826 -3.858 0.656
H -0.583 -5.412 -0.934
H 0.482 -4.837 -2.358
H 0.685 -2.100 -2.616
H -0.927 -0.028 -2.746
H -3.197 0.628 0.311
H -2.453 -4.170 -0.464
C -0.103 4.356 0.192
C 0.977 5.224 0.807
O 0.415 6.204 1.688
C 0.046 5.753 2.892
O 0.152 4.619 3.288
O -0.484 6.774 3.572
C -1.009 6.411 4.850
H -0.863 4.975 -0.291
H 0.322 3.677 -0.545
H -0.612 3.763 0.953
H 1.493 5.774 0.020
H 1.727 4.624 1.328
H -0.265 5.885 5.448
H -1.903 5.798 4.724
H -1.285 7.328 5.367

Its net charge is +1. For the gap between HOMO and LUMO, the calculation gives 7.4 eV. The calculation puts the energy above the lowest of the compared OMol25 structures with the same formula, charge and spin at 0.0 kJ/mol. The value obtained for the LUMO energy is -0.184 Eh.


[11]
Formula: C6H13N2O
Source: the OMol25 dataset
Level of theory: ωB97M-V/def2-TZVPD

Atoms and positions in Å:
C -1.984 -0.126 0.335
C 1.847 -1.051 0.171
C 1.678 0.308 1.041
C 0.398 -1.441 -0.057
C 0.433 1.017 0.585
C -0.292 0.207 -1.640
N -2.498 1.054 0.387
N -0.261 -0.089 -0.198
O -2.357 -1.235 0.462
H 2.210 -0.867 -0.752
H 2.529 -1.715 0.796
H 1.500 -0.024 2.055
H 2.622 0.866 0.948
H 0.266 -1.915 -1.093
H -0.055 -1.990 0.804
H -0.304 1.295 1.320
H 0.596 1.983 -0.011
H -1.051 -0.563 -1.898
H -0.591 1.265 -1.792
H 0.777 0.103 -2.130
H -1.956 1.853 0.515
H -3.505 1.065 0.153

Its net charge is +1. Its multiplicity is 3. For the gap between HOMO and LUMO (alpha / beta), the calculation gives 6.7 / 7.3 eV. The calculation puts the energy above the lowest of the compared OMol25 structures with the same formula, charge and spin at 414.2 kJ/mol. Its expectation value of S² is 2.01. The value obtained for the LUMO energy (alpha / beta) is -0.101 / -0.302 Eh.


[12]
Formula: C28H54LaOP2
Source: the OMol25 dataset
Level of theory: ωB97M-V/def2-TZVPD

Atoms and positions in Å:
La -0.023 0.125 -0.095
C -2.050 1.685 0.323
C -2.521 0.785 -0.692
C -2.254 -0.401 1.285
C -2.001 0.994 1.556
C -2.620 -0.511 -0.092
C -1.882 3.145 0.150
H -1.464 3.365 -0.848
H -1.191 3.542 0.904
H -2.849 3.678 0.255
C -2.023 1.725 2.825
H -1.865 2.784 2.654
H -1.182 1.360 3.424
H -2.987 1.604 3.331
C -2.337 -1.556 2.187
H -3.379 -1.768 2.484
H -1.753 -1.350 3.078
H -1.920 -2.466 1.725
C -3.237 -1.724 -0.696
H -4.342 -1.722 -0.594
H -2.868 -2.628 -0.198
H -2.966 -1.768 -1.761
C -3.075 1.226 -1.992
H -4.049 1.712 -1.863
H -3.179 0.380 -2.671
H -2.391 1.943 -2.450
C 1.529 0.499 -3.161
C 0.503 1.360 -3.314
C -0.083 1.608 -4.682
C -0.954 0.481 -5.322
C -1.075 -0.802 -4.539
C -0.065 -1.626 -4.433
C 1.272 -1.308 -5.061
C 2.116 -0.195 -4.367
H 0.704 1.846 -5.420
H -0.559 0.292 -6.334
H -0.729 2.498 -4.626
H 2.380 0.533 -5.155
H 2.059 0.336 -2.206
H 0.120 1.996 -2.498
H 3.063 -0.667 -4.063
H 1.893 -2.213 -5.040
H -0.092 -2.585 -3.874
H 1.156 -1.026 -6.121
H -1.959 0.903 -5.443
H -2.072 -0.951 -4.073
P 1.854 2.058 0.779
C 1.444 2.901 2.348
H 2.259 3.531 2.730
H 1.221 2.100 3.060
H 0.524 3.500 2.262
C 3.528 1.386 1.040
H 4.207 2.127 1.476
H 3.934 1.033 0.081
H 3.466 0.511 1.708
C 2.033 3.514 -0.304
H 2.449 3.203 -1.274
H 2.676 4.265 0.180
H 1.028 3.941 -0.473
P 1.030 -2.533 -0.073
C -0.218 -3.773 -0.593
H 0.238 -4.671 -1.024
H -0.892 -3.310 -1.327
H -0.835 -4.073 0.269
C 2.662 -2.715 -0.890
H 2.578 -2.773 -1.983
H 3.213 -3.583 -0.507
H 3.243 -1.809 -0.645
C 1.459 -3.370 1.498
H 1.721 -4.435 1.400
H 0.557 -3.292 2.122
H 2.285 -2.834 1.988
C -1.021 -0.484 4.967
C 0.297 -0.305 4.159
C 1.152 0.730 4.916
C 1.084 -1.621 4.037
O 0.102 0.130 2.827
H -0.940 0.120 5.878
H -1.127 -1.543 5.223
H -1.873 -0.129 4.405
H 1.360 0.401 5.967
H 2.115 0.882 4.389
H 0.594 1.685 4.950
H 0.378 -2.375 3.651
H 1.907 -1.516 3.308
H 1.509 -2.017 4.976

Its net charge is +1. For the gap between HOMO and LUMO, the calculation gives 6.9 eV. The calculation puts the energy above the lowest of the compared OMol25 structures with the same formula, charge and spin at 135.7 kJ/mol. The value obtained for the LUMO energy is -0.108 Eh.


Question: What is the net charge in the eighth record?
Answer: +1